{
  "formula": "C6H4N4O2",
  "method": "the ωB97M-V functional and the def2-TZVPD basis",
  "species": ["O", "O", "N", "N", "N", "N", "C", "C", "C", "C", "C", "C", "H", "H", "H", "H"],
  "xyz": [[-1.483449, -0.609846, 3.308543], [-1.637214, 1.529107, 2.924857], [1.973414, 0.527945, 0.868686], [-2.168717, -0.240553, 0.252531], [-1.567655, 0.364669, 2.578253], [1.903105, -0.022825, -1.282758], [0.599225, -0.101430, -0.811541], [-1.514296, 0.098168, 1.227392], [-0.558003, -0.455072, -1.551562], [-1.810208, -0.507026, -1.034723], [0.726196, 0.252127, 0.517056], [2.667619, 0.355825, -0.232565], [3.727709, 0.502182, -0.294706], [-0.424997, -0.696183, -2.598192], [-2.652409, -0.780773, -1.651764], [2.219681, -0.216314, -2.219507]],
  "atomic_forces_ev_per_a": [[-0.052, 0.270, -0.153], [-0.020, -0.274, -0.184], [0.155, 0.173, 0.548], [-0.775, 0.389, 2.227], [-0.663, 0.195, 2.269], [-0.064, -0.028, -0.027], [0.282, 0.216, 0.617], [4.870, -0.198, -4.417], [-0.525, -0.018, 0.229], [0.452, -0.188, -1.191], [-4.064, -0.477, 0.551], [0.211, -0.020, -0.216], [0.230, -0.012, -0.153], [-0.153, -0.044, -0.061], [0.084, -0.023, -0.142], [0.033, 0.038, 0.104]],
  "multiplicity": 1,
  "e_above_lowest_kj_mol": 763.89
}